ORCA calculation (the ωB97M-V functional and the def2-TZVPD basis) on a single C6H13NO2S molecule in a non-equilibrium geometry.

Each atom is followed by the atoms it is bonded to, with distances in Å.
Geometry (Å):
1 C -0.194 -0.263 -1.304  C2 1.501, C3 1.529, H11 1.129, H12 1.170
2 C -0.842 -0.701 -0.023  C1 1.501, C3 1.655, C4 1.526, C5 1.497
3 C 0.467 0.311 -0.050  C1 1.529, C2 1.655, C6 1.541, S10 1.804
4 C -2.232 -0.215 0.378  C2 1.526, H13 1.151, H14 1.125, H15 1.203
5 C -0.570 -2.141 0.283  C2 1.497, H16 1.093, H17 1.108, H18 1.193
6 C 0.375 1.755 0.480  C3 1.541, H19 1.185, H20 1.098, H21 1.141
7 N 3.242 0.817 -0.611  S10 1.699, H22 1.019, H23 0.964
8 O 2.560 -0.192 1.494  S10 1.437
9 O 2.425 -1.518 -0.609  S10 1.460
10 S 2.165 -0.278 0.115  C3 1.804, N7 1.699, O8 1.437, O9 1.460
11 H 0.493 -0.916 -1.918  C1 1.129
12 H -0.845 0.534 -1.861  C1 1.170
13 H -2.395 -0.123 1.513  C4 1.151
14 H -2.973 -1.023 0.129  C4 1.125
15 H -2.646 0.689 -0.299  C4 1.203
16 H -0.661 -2.538 1.297  C5 1.093
17 H 0.345 -2.410 -0.282  C5 1.108
18 H -1.412 -2.814 -0.227  C5 1.193
19 H -0.649 1.792 1.073  C6 1.185
20 H 0.437 2.424 -0.389  C6 1.098
21 H 1.241 1.843 1.218  C6 1.141
22 H 2.908 1.703 -0.985  N7 1.019
23 H 3.834 0.446 -1.276  N7 0.964

Values from the calculation:
Calculated total energy (hartree): -839.73583
Multiplicity: 1
Structure (SMILES): CC1(C)C[C@]1(C)S(N)(=O)=O
Kohn-Sham gap (eV): 10.4